No. 1
# C28H36BF4N6O2STc

C28H36BF4N6O2STc as an isolated structure (the ωB97M-V functional and the def2-TZVPD basis, the Open Molecules 2025 dataset).

Results
Energy above the lowest of the compared OMol25 structures with the same formula, charge and spin, eV: 0.000
Charge: +3
E, eV: -67217.939
Expectation value of S²: 3.771
Multiplicity: 4

Geometry as XYZ:
```
79
Properties=species:S:1:pos:R:3:forces:R:3:mulliken_charge:R:1
Tc -0.097 0.770 0.339 0.17 0.13 -0.64 -0.4523
S 0.041 1.242 -2.872 -0.10 0.10 -0.04 0.4272
F -1.736 1.020 -0.594 0.24 0.03 0.23 -0.4741
F -4.216 -0.073 -0.398 0.04 -0.02 0.01 -0.1368
F -3.835 1.059 -2.347 0.04 0.00 -0.05 -0.1919
F -4.139 2.204 -0.389 0.05 0.03 0.03 -0.2232
O -2.881 -5.706 -0.511 0.00 -0.01 0.02 -0.3525
O 0.779 0.849 -1.540 -0.04 0.00 0.48 -0.1340
N -1.054 0.915 2.192 -0.01 -0.01 -0.03 1.2597
N 0.135 2.858 0.268 -0.06 0.13 -0.02 1.5950
N -1.857 -3.336 0.511 0.06 -0.08 0.02 0.0075
N 1.642 1.228 1.700 -0.14 0.14 -0.14 0.9117
N -0.744 -1.165 0.390 0.11 -0.29 0.09 -0.0683
N 1.951 -1.232 -0.072 -0.11 -0.12 -0.03 0.5117
C -2.921 0.520 3.606 0.00 0.01 0.00 -1.1675
C 1.270 1.369 -5.221 0.03 0.03 0.00 -0.8354
C -2.341 0.554 2.358 0.00 0.01 0.06 -0.4376
C -0.310 1.266 3.259 -0.05 -0.01 -0.05 1.0417
C -1.272 -2.203 0.456 -0.06 0.08 -0.15 0.6463
C 1.774 2.588 -4.454 0.01 -0.05 0.01 -0.7077
C -0.857 3.694 -0.091 0.00 0.00 0.02 -0.6130
C 2.129 -1.195 2.314 0.02 -0.01 -0.03 -0.8046
C 2.361 2.303 0.950 -0.02 0.06 -0.05 -1.3260
C 0.643 5.547 -0.020 -0.03 -0.01 0.00 -0.6398
C 2.113 -1.801 -1.267 -0.03 -0.01 -0.02 0.1231
C -1.097 -4.605 0.668 -0.02 -0.07 -0.01 -0.1646
C -2.148 0.839 4.716 0.01 -0.01 -0.01 -0.5114
C -1.486 -5.536 -0.471 0.03 -0.02 0.03 -0.6397
C 1.370 3.339 0.508 0.03 0.00 0.00 0.5343
C 2.584 -3.093 -1.432 0.01 0.02 0.01 -0.7056
C -3.325 -3.487 0.314 -0.06 0.00 -0.04 -0.2584
C 1.036 1.828 2.940 0.08 0.01 0.02 -1.4554
C 1.658 4.680 0.367 0.00 -0.01 0.03 -0.9676
C 2.716 -3.251 0.948 -0.02 0.03 -0.01 -1.0152
C 2.248 -1.948 1.016 -0.03 -0.11 0.03 0.5614
C 0.940 0.328 -4.155 -0.06 0.03 -0.06 -0.6216
C 0.734 2.854 -3.368 0.00 -0.03 -0.03 -0.3087
C 2.673 0.206 2.085 0.11 0.05 0.13 -1.4305
C 2.892 -3.833 -0.300 -0.04 0.00 -0.03 -0.6589
C -0.825 1.217 4.538 -0.01 0.04 0.02 -1.1799
C -0.634 5.047 -0.240 0.03 0.02 0.00 -0.8925
C -3.551 -4.501 -0.798 -0.04 0.03 0.01 -0.6347
B -4.038 1.069 -1.054 -0.19 -0.03 -0.02 0.6284
H -1.453 5.694 -0.518 0.00 0.00 0.00 0.5490
H 3.397 0.167 1.275 0.00 0.04 0.05 0.6701
H 2.744 2.370 -4.003 0.01 0.01 -0.01 0.2918
H -0.032 -4.383 0.666 0.03 0.02 0.00 0.0903
H 1.718 1.729 3.783 0.01 -0.05 -0.01 0.5071
H -3.960 0.241 3.704 -0.01 0.00 0.01 0.5472
H 2.014 0.974 -5.911 0.00 -0.02 0.00 0.3930
H 3.143 2.744 1.574 -0.01 -0.01 0.00 0.6914
H -0.205 1.491 5.381 0.01 -0.01 0.00 0.5700
H -1.117 -5.138 -1.426 0.00 0.00 -0.01 0.3432
H -1.383 -5.038 1.628 0.01 0.01 0.00 0.2947
H -4.613 -4.729 -0.868 0.01 0.01 -0.02 0.3912
H 0.311 -0.493 -4.490 0.02 -0.03 -0.01 0.5829
H 2.837 1.839 0.083 -0.02 -0.02 0.02 0.4224
H 2.706 -1.694 3.092 -0.01 0.02 0.00 0.6265
H -3.213 -4.091 -1.759 0.00 0.00 0.00 0.3358
H -1.832 3.254 -0.251 0.00 -0.02 -0.01 0.4755
H 0.381 1.617 -5.805 0.00 0.00 -0.01 0.3398
H 1.118 3.328 -2.466 -0.03 0.03 0.04 -0.0170
H 2.655 5.044 0.578 0.01 0.00 -0.01 0.5838
H 1.092 -1.167 2.665 0.00 -0.02 0.00 0.1411
H -2.573 0.799 5.711 0.00 0.01 0.00 0.4724
H -3.740 -3.854 1.253 -0.01 0.02 0.00 0.2822
H -2.892 0.296 1.466 0.00 -0.01 -0.03 0.5441
H 1.843 -0.053 -3.676 -0.02 0.08 -0.05 0.2612
H 3.190 0.590 2.966 -0.03 0.00 0.02 0.6121
H -0.117 3.426 -3.741 0.00 0.01 0.00 0.5483
H -3.755 -2.518 0.066 0.02 0.00 0.02 0.2108
H 3.276 -4.841 -0.386 0.01 -0.01 0.00 0.4968
H 0.844 6.605 -0.128 0.00 0.00 -0.01 0.4946
H 1.859 -1.185 -2.121 0.03 -0.16 0.17 -0.3537
H 2.724 -3.500 -2.423 0.00 0.00 0.00 0.5518
H 1.893 3.459 -5.095 -0.01 0.01 0.01 0.4493
H -1.044 -6.516 -0.304 0.00 0.00 -0.02 0.3912
H 0.894 2.898 2.775 0.04 0.01 0.03 0.4410
H 2.970 -3.788 1.853 0.00 0.00 0.01 0.5296
```
Forces are in eV/Å.



No. 2
# C41H57N3O12

A 3-piece molecular cluster, C41H57N3O12 overall in a non-equilibrium geometry (the ωB97M-V functional and the def2-TZVPD basis, the Open Molecules 2025 dataset).

Results
Energy above the lowest of the compared OMol25 structures with the same formula, charge and spin, eV: 11.813
Charge: 0
Structure (SMILES): CCOC(=O)CCCN1C(=O)c2cc(CCCCOC(C)=O)c(C[C@H](O)CN)c(CCCNCc3ccccc3O)c2C1=O.O=C1CCCO1.O=C1CCCO1
E, eV: -72469.406

Geometry as XYZ:
```
113
Properties=species:S:1:pos:R:3:forces:R:3:mulliken_charge:R:1
O 6.565 -1.874 -0.849 0.54 4.53 -1.02 -0.5987
O 3.543 0.866 4.608 0.74 0.03 -0.59 -0.6060
O 4.992 1.048 2.873 -0.30 -0.13 0.47 -0.3651
O -6.980 1.921 0.158 1.13 -1.98 0.90 -0.3983
O 7.829 0.058 -0.677 -2.74 -0.76 -0.42 -0.3525
O 2.788 -0.214 -4.160 -0.71 4.01 2.25 -0.5519
O -7.861 -0.197 0.036 3.04 2.75 2.44 -0.5549
O 2.742 4.333 -4.229 -1.48 -3.50 2.49 -0.5727
O -1.710 -0.281 4.437 0.62 -0.39 -0.18 -0.6211
O -3.637 1.387 1.001 1.20 -0.51 0.34 -0.5933
O 0.250 -1.414 4.330 -0.51 0.30 -0.14 -0.3741
O -5.949 -2.766 -1.491 1.42 -1.13 1.27 -0.5684
N -0.964 2.261 1.713 0.45 -0.63 -0.43 -0.5060
N 3.306 2.127 -3.510 -0.28 -1.68 -0.36 0.0003
N -2.758 -2.765 -3.753 0.12 -1.15 0.66 -0.2647
C -0.181 -0.218 6.307 0.46 0.13 0.11 -0.5729
C -1.259 -2.934 -3.776 0.16 0.88 -1.82 -0.3175
C 1.328 -1.679 5.237 0.51 -0.26 0.21 -0.5417
C 0.059 -1.058 -2.359 0.39 1.66 -1.04 -0.9111
C -7.093 0.589 0.664 -2.91 -2.40 -2.19 0.7555
C 5.702 -0.109 -2.295 0.57 1.12 -0.28 -0.0888
C 1.144 1.338 -2.922 -3.79 1.75 1.72 0.4878
C -1.261 1.306 -1.670 2.74 1.25 -1.47 0.0695
C 4.918 0.841 1.458 0.21 0.07 -0.52 0.6221
C 9.390 -1.457 0.686 0.15 0.26 -0.13 -1.0030
C -1.140 0.842 1.307 -0.56 -0.36 1.14 -0.1377
C -4.799 -3.108 -0.721 1.82 -0.58 1.95 0.4674
C -5.294 3.357 -0.995 -0.66 0.10 -0.56 -0.7218
C -0.123 3.715 -2.298 0.14 -4.60 -0.23 -1.3662
C 3.799 0.716 3.440 -0.39 0.33 0.64 0.3367
C -3.950 3.378 -1.905 -0.64 0.78 -0.19 -0.4418
C -3.434 -3.877 -3.021 -0.74 -0.11 0.43 -1.1219
C -2.603 3.643 -1.071 1.18 0.56 -0.62 -0.5875
C -6.049 1.946 -0.992 0.24 -0.31 -0.34 0.3428
C 2.855 0.186 2.395 0.12 -0.35 -0.34 0.2293
C 2.494 0.875 -3.623 -1.48 -0.41 -0.58 0.2079
C 2.391 3.308 -3.615 0.13 1.67 -0.38 -0.3362
C 3.796 -0.151 1.258 -0.17 -0.42 -0.41 -0.2001
C -4.858 -2.936 0.813 3.61 -1.29 -0.82 -0.3809
C 6.737 -0.669 -1.212 -0.31 -4.22 0.75 0.3156
C -2.266 -3.978 -0.581 -3.11 1.51 2.57 -0.3684
C -0.659 -0.604 4.934 -0.86 0.17 0.01 0.6020
C -3.592 -3.260 1.684 0.22 -0.50 -4.12 -0.7993
C 1.043 2.893 -2.882 -0.86 -1.62 0.17 0.0126
C -2.307 -3.763 0.972 -2.96 0.68 -1.75 -0.4951
C -1.311 2.882 -1.684 1.82 -1.29 -0.83 1.4549
C -3.513 -3.645 -1.437 0.60 0.16 2.56 0.6493
C -2.537 0.517 0.561 0.21 -1.68 0.26 1.4464
C -2.420 0.414 -1.039 -0.53 0.81 -0.19 0.2703
C -6.374 0.044 1.975 0.76 0.67 0.64 -0.3984
C -0.031 0.555 -2.298 0.36 1.91 -0.02 0.3816
C 3.984 1.949 -2.180 1.37 0.62 0.66 0.0724
C -0.631 -1.459 -3.781 -0.33 0.54 0.74 -0.6394
C 5.533 1.491 -2.297 -0.11 0.33 0.63 -0.8224
C 1.296 -0.546 6.234 0.37 0.41 0.44 -0.2564
C 8.169 -0.392 0.660 2.04 -0.11 1.81 -0.1763
H 9.391 -2.116 -0.255 -0.18 0.92 1.57 0.2711
H -3.119 -2.804 -4.719 0.46 0.15 0.74 0.2791
H -1.160 0.229 2.289 0.02 0.94 -1.62 -0.1499
H 4.690 -0.603 -2.104 1.64 0.43 -0.04 -0.0163
H -3.903 2.465 -2.603 0.05 1.25 1.24 0.3488
H -2.846 -0.541 0.923 0.62 1.48 -0.73 -0.6292
H 1.192 -1.284 -2.380 -1.91 0.04 0.16 0.5313
H 5.872 0.457 1.092 -0.17 0.30 0.25 -0.6152
H -1.510 -0.715 -3.897 1.26 -1.38 0.09 0.3225
H -6.649 1.757 -1.964 0.89 0.52 1.54 0.3066
H 3.908 2.974 -1.649 0.22 -1.72 -0.63 0.3591
H -3.725 1.250 1.976 0.15 0.07 -1.14 0.2709
H 1.157 -2.652 5.707 -0.03 0.02 -0.07 0.3172
H -4.505 -3.947 -3.433 1.61 -0.04 0.77 0.3758
H 2.150 0.975 2.120 -0.10 -0.04 0.17 0.0738
H -5.997 0.896 2.652 -0.73 -1.20 -1.11 0.3012
H -2.709 3.472 0.060 0.05 -0.22 -1.86 0.1794
H -5.371 1.039 -0.863 -0.51 1.48 -0.25 -0.3058
H 7.285 -0.762 1.279 1.13 0.23 -1.34 0.3041
H -5.118 3.724 0.077 -0.04 -0.83 -1.54 0.2422
H -3.407 0.756 -1.534 1.51 -0.56 0.96 -0.1884
H -5.438 -0.588 1.722 -1.58 1.23 0.00 -0.2898
H -1.005 -3.409 -4.798 -0.04 0.40 1.67 0.2679
H 0.063 -1.239 -4.673 -0.76 -0.55 1.58 0.4184
H 4.176 -1.170 1.386 0.01 0.10 -0.10 0.2814
H 2.271 -1.713 4.688 -0.20 -0.05 -0.08 0.3299
H -0.684 2.870 0.936 -0.51 -0.37 0.52 0.2754
H -0.458 -1.541 -1.466 0.71 0.59 -1.27 0.2150
H 8.571 0.538 1.217 -0.83 -1.28 -1.11 0.3735
H -2.864 -4.846 -3.251 -1.01 0.98 0.64 0.3071
H -0.860 -3.603 -2.946 -0.68 1.06 -1.05 0.1494
H -1.276 -4.382 -0.990 -1.88 0.64 0.38 0.3106
H -6.753 -3.086 -1.018 0.90 0.51 -0.32 0.3695
H 6.029 -0.432 -3.344 -0.32 0.21 1.65 0.4642
H -3.618 -3.112 2.820 0.05 -0.26 -1.99 0.3119
H 3.334 -0.086 0.272 0.08 -0.01 0.07 -0.0231
H 6.048 1.961 -3.211 -0.94 -0.65 1.45 0.3534
H -7.053 -0.644 2.607 0.76 1.27 -1.36 0.3599
H -2.341 -0.708 -1.297 0.20 1.95 0.25 -0.8951
H 6.041 1.900 -1.344 -0.65 -0.57 -1.53 0.3452
H -4.075 4.286 -2.611 0.32 -1.55 1.01 0.4818
H -0.349 0.842 6.497 -0.32 -0.18 0.01 0.3203
H -0.219 0.476 0.735 -1.42 0.60 0.48 -0.0259
H -0.103 4.850 -2.340 -0.14 -1.77 0.12 0.3729
H 9.342 -2.100 1.637 -0.11 0.87 -1.52 0.2918
H -0.699 -0.830 7.050 -0.15 0.11 -0.06 0.2811
H 4.714 1.802 0.975 0.00 -0.01 0.06 0.1022
H -2.362 4.770 -1.181 -0.36 -1.76 0.22 0.4726
H 1.844 0.314 5.836 -0.08 -0.28 0.08 0.1037
H 10.406 -0.908 0.731 -1.70 -0.77 -0.20 0.2814
H -5.781 -2.580 1.384 1.31 -0.65 -1.35 0.5477
H 2.326 -0.696 2.754 -0.20 0.33 0.09 0.0220
H 3.482 1.133 -1.527 0.38 1.48 -0.95 -0.2842
H -1.762 2.630 2.242 0.51 -0.21 -0.61 0.2781
H -1.380 -4.010 1.581 -1.42 0.41 -0.89 0.3371
H 1.735 -0.808 7.198 -0.01 -0.07 -0.11 0.4318
H -6.035 4.116 -1.458 1.14 -1.21 0.78 0.3705
```
Forces are in eV/Å.